1.
Density functional theory data (wB97M-V/def2-TZVPD) for a cluster of 2 separate species, C11H14N2 in total.

net charge	0
SMILES string	Cc1c[nH]cn1.Cc1ccccc1
E_tot	-536.990056	a.u.
lowest unoccupied orbital energy	0.0289	hartree

Atoms and positions in Å:
C1 0.5863 -3.8661 0.5071
C2 0.3429 -3.0501 -0.7838
C3 -0.6996 -3.4554 -1.6670
N1 -0.6649 -2.5706 -2.6778
C4 0.2210 -1.6050 -2.3784
N2 0.8641 -1.9185 -1.2268
H1 1.2584 -3.3351 1.1086
H2 1.2503 -4.6739 0.2008
H3 -0.3293 -4.1842 1.0475
H4 -1.1941 -4.3586 -1.7612
H5 -1.3270 -2.5220 -3.5121
H6 0.4177 -0.9477 -3.1595
C5 -0.3281 2.7600 -1.1740
C6 -0.2115 2.5563 0.3007
C7 -1.3602 2.3776 1.0921
C8 -1.0979 2.0954 2.4574
C9 0.1483 2.2562 3.0738
C10 1.2481 2.5331 2.2690
C11 1.0132 2.5814 0.8450
H7 0.7096 3.3662 -1.4165
H8 -1.1841 3.2424 -1.6109
H9 -0.2345 1.7903 -1.5696
H10 -2.4420 2.3995 0.5924
H11 -2.0952 1.9113 3.0339
H12 0.3599 2.0455 4.1565
H13 2.2443 2.8557 2.6220
H14 1.9964 2.7338 0.3479


2.
Density functional theory data (wB97M-V/def2-TZVPD) for a cluster of 2 separate species, CFIN2O4 in total.

net charge	0
E_tot	-845.819431	a.u.
lowest unoccupied orbital energy (spin up / spin down)	-0.0237 / -0.0965	hartree
spin multiplicity	3

Atoms and positions in Å:
C1 -0.5674 0.7512 0.5779
N1 0.1041 1.3800 -0.4758
N2 0.1562 -2.0388 0.0041
O1 -0.1433 0.9456 -1.5958
O2 0.9176 2.2384 -0.2081
O3 -0.8888 -2.4358 -0.2887
O4 1.2819 -2.2801 0.1598
F1 -0.4340 1.2831 1.7850
I1 -2.4349 -0.0087 0.0716


3.
Density functional theory data (wB97M-V/def2-TZVPD) for a structure of composition C5H11NO2.

net charge	0
E_tot	-402.204754	a.u.
lowest unoccupied orbital energy	-0.0099	hartree

Atoms and positions in Å:
O1 -1.2922 -1.3553 -1.0586
C1 -1.6617 -0.4931 -0.2262
O2 -2.9332 0.0794 -0.5157
C2 -1.3850 -0.4370 1.1294
C3 -0.6257 0.9565 -0.1028
C4 0.8272 0.9552 0.4196
C5 2.0515 -0.9522 -0.5041
N1 1.7699 0.4807 -0.5520
H1 -3.2119 -0.5261 -1.2140
H2 -2.1373 -0.1226 1.8321
H3 -0.5651 -1.0492 1.4599
H4 -1.1599 1.6708 0.5196
H5 -0.6099 1.1981 -1.1604
H6 0.8403 0.4561 1.3908
H7 1.1253 1.9936 0.5607
H8 1.2726 -1.4527 -1.0501
H9 2.0588 -1.2596 0.5350
H10 3.0122 -1.1515 -0.9859
H11 2.6241 1.0090 -0.4772


4.
Density functional theory data (wB97M-V/def2-TZVPD) for the molecule C4H9NO.

net charge	0
SMILES string	CCNCC=O
E_tot	-287.758644	a.u.
lowest unoccupied orbital energy	0.0346	hartree

Atoms and positions in Å:
C1 1.2780 -0.4513 -1.9598
C2 0.5894 0.8108 -1.4524
N1 -0.4802 0.4989 -0.4828
C3 -0.1539 0.7766 0.9137
C4 -0.8417 -0.2339 1.8093
O1 -0.7717 -1.4185 1.6049
H1 1.0651 -1.2756 -1.2888
H2 2.3396 -0.4262 -2.2142
H3 0.8838 -0.7652 -2.9352
H4 0.0544 1.2488 -2.2739
H5 1.1977 1.5470 -0.9665
H6 -0.8972 -0.4166 -0.5472
H7 0.9298 0.6820 1.0499
H8 -0.4438 1.7987 1.1648
H9 -1.5223 0.1521 2.5914


> Look up the E_tot of the first one.

-536.990056 a.u.


> What is the net charge in the third record?

0